Density functional theory data (ωB97M-V/def2-TZVPD) for a structure of composition C21H39F6IrN5O5P2.

Structure (XYZ):
```
79
C21H39F6IrN5O5P2 (ωB97M-V/def2-TZVPD)
Ir 1.468 0.267 1.645
O 0.486 -1.549 3.224
C 1.454 -2.379 3.847
C 2.555 -2.763 2.857
N 3.385 -1.642 2.433
C 4.127 -1.949 1.238
C 3.252 -1.708 -0.065
O 3.173 -2.596 -0.887
O 2.754 -0.553 -0.115
C 4.104 -1.013 3.501
C 3.195 0.043 4.323
O 3.380 0.076 5.518
O 2.415 0.679 3.597
H 0.192 -0.865 3.840
H 0.966 -3.306 4.177
H 1.887 -1.890 4.719
H 2.087 -3.187 1.966
H 3.183 -3.535 3.332
H 4.468 -2.990 1.226
H 4.986 -1.287 1.142
H 4.921 -0.407 3.111
H 4.486 -1.741 4.226
F 1.616 2.695 1.629
P 0.281 3.350 2.417
F 0.721 4.787 1.878
F -0.551 3.086 1.036
F 1.135 3.507 3.745
F -1.042 3.919 3.109
F -0.158 1.810 2.879
N -0.079 -0.107 0.478
P -0.930 0.145 -0.808
N -2.272 1.131 -0.605
C -2.921 1.915 -1.624
C -3.397 3.240 -1.029
C -4.355 2.948 0.122
C -3.644 2.108 1.181
C -3.093 0.831 0.546
N -1.504 -1.324 -1.394
C -2.418 -1.393 -2.512
C -2.178 -2.679 -3.309
C -2.273 -3.892 -2.387
C -1.287 -3.736 -1.232
C -1.591 -2.442 -0.482
N -0.126 0.817 -2.125
C 0.344 2.186 -1.948
C 1.841 2.224 -1.665
C 2.630 1.665 -2.857
C 1.763 0.693 -3.665
C 0.858 -0.084 -2.723
H -3.797 1.365 -2.004
H -2.228 2.071 -2.450
H -3.889 3.833 -1.801
H -2.539 3.793 -0.648
H -5.223 2.403 -0.265
H -4.711 3.881 0.559
H -4.337 1.843 1.981
H -2.821 2.671 1.613
H -3.942 0.194 0.244
H -2.465 0.290 1.260
H -2.258 -0.522 -3.150
H -3.462 -1.387 -2.162
H -1.182 -2.647 -3.756
H -2.913 -2.753 -4.114
H -2.052 -4.800 -2.946
H -3.289 -3.976 -1.991
H -0.265 -3.688 -1.613
H -1.360 -4.580 -0.543
H -0.865 -2.264 0.315
H -2.599 -2.506 -0.046
H -0.200 2.639 -1.120
H 0.123 2.754 -2.861
H 2.022 1.616 -0.773
H 2.144 3.246 -1.438
H 3.510 1.139 -2.487
H 2.971 2.473 -3.507
H 2.393 -0.006 -4.218
H 1.148 1.235 -4.388
H 1.478 -0.555 -1.948
H 0.315 -0.869 -3.252
```

The gap between HOMO and LUMO (alpha / beta) comes out at 9.40 / 5.21 eV. The energy relative to the best compared isomer or geometry (same formula, charge and spin) comes out at 1.6611 eV. The LUMO energy (alpha / beta) comes out at 0.32 / -3.81 eV. As for the expectation value of S²: 8.772. The calculation puts the HOMO energy (alpha / beta) at -9.07 / -9.02 eV. The multiplicity is 6.


Density functional theory data (ωB97M-V/def2-TZVPD) for a structure of composition C16H32ClInN4PS.

Structure (XYZ):
```
56
C16H32ClInN4PS (ωB97M-V/def2-TZVPD)
S 7.583 3.767 4.130
P 6.497 3.277 2.548
In 3.963 3.604 2.898
Cl 3.029 1.352 2.536
H 6.899 4.008 1.408
H 6.764 1.960 2.118
H 3.718 4.167 4.530
H 3.309 4.718 1.681
C -0.144 0.168 3.731
C -1.470 -0.450 3.300
C -2.540 -0.435 4.399
C -2.144 -1.208 5.572
N -1.833 -1.829 6.486
H 0.314 -0.386 4.551
H 0.561 0.166 2.902
H -0.273 1.203 4.052
H -1.313 -1.474 2.968
H -1.862 0.098 2.444
H -3.474 -0.858 4.027
H -2.741 0.588 4.722
C -3.432 0.506 -2.056
C -1.925 0.670 -1.889
C -1.200 -0.667 -1.708
C -1.674 -1.374 -0.524
N -2.048 -1.910 0.420
H -3.886 0.059 -1.170
H -3.908 1.473 -2.218
H -3.663 -0.130 -2.913
H -1.720 1.314 -1.031
H -1.506 1.164 -2.764
H -0.126 -0.511 -1.609
H -1.360 -1.317 -2.569
C 4.591 2.525 -2.332
C 3.756 3.790 -2.493
C 2.321 3.618 -1.983
C 1.616 2.578 -2.727
N 1.062 1.787 -3.348
H 4.182 1.702 -2.919
H 5.614 2.696 -2.669
H 4.628 2.213 -1.288
H 3.735 4.091 -3.543
H 4.217 4.605 -1.934
H 1.761 4.547 -2.086
H 2.336 3.348 -0.927
C -4.181 -4.145 -1.286
C -3.826 -5.390 -2.089
C -2.330 -5.729 -2.040
C -1.515 -4.649 -2.587
N -0.897 -3.786 -3.018
H -3.681 -3.261 -1.680
H -5.255 -3.961 -1.321
H -3.890 -4.248 -0.240
H -4.129 -5.257 -3.129
H -4.380 -6.248 -1.703
H -2.121 -6.632 -2.613
H -2.010 -5.903 -1.012
```

The gap between HOMO and LUMO comes out at 6.66 eV. The energy relative to the best compared isomer or geometry (same formula, charge and spin) comes out at 0.0000 eV. The LUMO energy comes out at 2.10 eV. Its charge is -1. The calculation puts the HOMO energy at -4.57 eV.


Density functional theory data (ωB97M-V/def2-TZVPD) for a cluster of 3 separate species, C4H9F3O2Si in total.

Structure (XYZ):
```
19
C4H9F3O2Si (ωB97M-V/def2-TZVPD)
C 2.535 -1.410 1.737
Si 1.658 -0.074 0.710
O 1.441 0.054 -0.779
O 0.983 1.022 1.735
H 2.524 -1.208 2.885
H 1.930 -2.413 1.670
H 3.596 -1.583 1.415
H 0.033 1.098 1.642
C -1.619 -0.323 -1.982
C -2.089 0.611 -0.937
C -1.827 0.418 0.366
F -2.027 1.346 1.294
F -1.386 -0.684 0.953
H -2.366 -0.670 -2.679
H -0.895 0.047 -2.659
H -1.220 -1.221 -1.606
H -2.465 1.474 -1.383
F 0.339 2.180 -1.323
H 0.853 1.336 -1.057
```

The gap between HOMO and LUMO comes out at 9.33 eV. The energy relative to the best compared isomer or geometry (same formula, charge and spin) comes out at 2.3604 eV. Its SMILES is C[Si](=O)O.CC=C(F)F.F. The LUMO energy comes out at -0.09 eV. The calculation puts the HOMO energy at -9.42 eV.


Density functional theory data (ωB97M-V/def2-TZVPD) for an isolated molecule of C11H22N2O3.

Structure (XYZ):
```
38
C11H22N2O3 (ωB97M-V/def2-TZVPD)
C -4.783 -2.098 0.634
C -3.850 -1.854 -0.544
O -2.828 -0.911 -0.211
C -3.129 0.379 -0.318
O -4.213 0.789 -0.698
C -2.000 1.270 0.063
C -0.726 0.626 0.511
C 0.360 1.630 0.877
C 1.673 0.907 1.191
N 2.095 0.067 0.081
C 2.803 -1.130 0.501
C 2.967 -2.135 -0.635
C 2.730 0.806 -0.997
C 4.171 1.273 -0.751
N -2.062 2.544 0.027
O -3.160 3.201 -0.365
H -4.216 -2.427 1.501
H -5.316 -1.184 0.884
H -5.506 -2.865 0.370
H -3.313 -2.764 -0.818
H -4.414 -1.477 -1.403
H -0.944 -0.024 1.362
H -0.350 -0.018 -0.288
H 0.490 2.326 0.051
H 0.053 2.212 1.746
H 1.512 0.264 2.060
H 2.437 1.649 1.472
H 2.197 -1.597 1.283
H 3.791 -0.907 0.940
H 2.014 -2.285 -1.136
H 3.303 -3.087 -0.231
H 3.698 -1.800 -1.365
H 2.107 1.679 -1.198
H 2.707 0.178 -1.891
H 4.496 1.890 -1.584
H 4.850 0.427 -0.668
H 4.240 1.864 0.159
H -3.886 2.581 -0.612
```

The gap between HOMO and LUMO comes out at 8.89 eV. The energy relative to the best compared isomer or geometry (same formula, charge and spin) comes out at 3.4510 eV. Its SMILES is CCOC(=O)/C(CCCN(CC)CC)=N\O. The LUMO energy comes out at 0.62 eV. The calculation puts the HOMO energy at -8.27 eV.


Density functional theory data (ωB97M-V/def2-TZVPD) for a cluster of 2 separate species, C3H8NS in total.

Structure (XYZ):
```
13
C3H8NS (ωB97M-V/def2-TZVPD)
C 1.227 1.741 -1.521
S 1.091 -0.005 -1.929
H 1.042 2.130 -0.540
H 0.728 2.335 -2.275
H 2.353 1.939 -1.790
C -0.333 -1.815 1.417
C -1.540 -0.102 0.456
N -1.543 -0.913 1.448
H 0.169 -1.817 0.384
H 0.410 -1.291 2.156
H -0.690 -2.693 2.034
H -2.367 0.544 0.183
H -0.547 -0.054 -0.025
```

The gap between HOMO and LUMO comes out at 6.44 eV. The energy relative to the best compared isomer or geometry (same formula, charge and spin) comes out at 2.1460 eV. The LUMO energy comes out at 4.20 eV. Its charge is -1. The calculation puts the HOMO energy at -2.25 eV.


Density functional theory data (ωB97M-V/def2-TZVPD) for an isolated molecule of C14H18ClN3O3.

Structure (XYZ):
```
39
C14H18ClN3O3 (ωB97M-V/def2-TZVPD)
C 0.348 5.906 1.750
C -1.041 5.291 1.668
O -1.029 4.049 0.964
C -0.652 2.971 1.684
O -0.349 3.005 2.854
N -0.688 1.832 0.952
C -0.233 0.592 1.535
C 1.039 0.115 0.816
N 0.787 0.001 -0.607
C 0.333 -1.133 -1.248
O -0.326 -1.070 -2.264
N 0.757 -2.314 -0.680
C 0.440 -3.613 -1.070
C 1.125 -4.663 -0.455
C 0.832 -5.973 -0.779
C -0.144 -6.268 -1.715
C -0.819 -5.220 -2.320
Cl -2.043 -5.564 -3.489
C -0.544 -3.899 -2.012
C 0.361 1.271 -1.170
C -0.912 1.769 -0.476
H 1.001 5.263 2.335
H 0.767 6.028 0.753
H 0.288 6.878 2.231
H -1.440 5.125 2.674
H -1.722 5.927 1.097
H -1.019 -0.165 1.426
H -0.038 0.768 2.594
H 1.834 0.855 0.958
H 1.365 -0.828 1.253
H 1.485 -2.261 0.016
H 1.888 -4.446 0.279
H 1.370 -6.775 -0.297
H -0.377 -7.288 -1.972
H -1.072 -3.099 -2.501
H 1.171 1.993 -1.031
H 0.174 1.125 -2.234
H -1.726 1.063 -0.676
H -1.192 2.754 -0.842
```

The gap between HOMO and LUMO comes out at 9.07 eV. The energy relative to the best compared isomer or geometry (same formula, charge and spin) comes out at 0.0000 eV. Its SMILES is CCOC(=O)N1CCN(C(=O)Nc2cccc(Cl)c2)CC1. The LUMO energy comes out at 0.56 eV. The calculation puts the HOMO energy at -8.51 eV.


Density functional theory data (ωB97M-V/def2-TZVPD) for an isolated molecule of C21H24N4O4S.

Structure (XYZ):
```
54
C21H24N4O4S (ωB97M-V/def2-TZVPD)
C 0.894 3.635 0.181
C -0.248 2.629 0.266
N 0.255 1.283 0.364
C 0.505 0.371 -0.626
C 0.189 0.563 -2.065
O 0.711 1.805 -2.487
C 0.523 2.179 -3.789
C -0.108 1.402 -4.755
C -0.236 1.903 -6.038
C 0.243 3.153 -6.383
C 0.873 3.931 -5.416
O 1.384 5.174 -5.625
C 1.288 5.732 -6.913
C 1.007 3.436 -4.123
N 1.011 -0.716 -0.120
N 1.118 -0.550 1.207
C 0.672 0.649 1.495
S 0.584 1.369 3.071
C 1.347 0.051 4.075
C 0.350 -1.053 4.438
O -0.169 -1.090 5.532
N 0.159 -1.923 3.423
C -0.702 -3.022 3.367
C -1.429 -3.481 4.464
C -2.251 -4.578 4.310
C -2.372 -5.232 3.094
C -1.648 -4.773 1.998
O -1.683 -5.325 0.751
C -2.492 -6.455 0.541
C -0.814 -3.668 2.143
H 1.515 3.577 1.071
H 0.490 4.640 0.101
H 1.502 3.427 -0.696
H -0.874 2.694 -0.626
H -0.859 2.820 1.154
H 0.638 -0.273 -2.614
H -0.904 0.539 -2.208
H -0.492 0.421 -4.528
H -0.724 1.300 -6.790
H 0.122 3.504 -7.395
H 1.760 6.711 -6.845
H 0.245 5.855 -7.222
H 1.819 5.127 -7.655
H 1.496 4.040 -3.376
H 2.198 -0.331 3.513
H 1.672 0.549 4.988
H 0.639 -1.711 2.542
H -1.346 -2.980 5.413
H -2.816 -4.939 5.156
H -3.025 -6.086 3.015
H -2.183 -7.295 1.172
H -2.356 -6.724 -0.506
H -3.549 -6.235 0.723
H -0.257 -3.322 1.285
```

The gap between HOMO and LUMO comes out at 8.71 eV. The energy relative to the best compared isomer or geometry (same formula, charge and spin) comes out at 2.2535 eV. Its SMILES is CCn1c(COc2cccc(OC)c2)nnc1SCC(=O)Nc1cccc(OC)c1. The LUMO energy comes out at 0.61 eV. The calculation puts the HOMO energy at -8.10 eV.


Density functional theory data (ωB97M-V/def2-TZVPD) for a cluster of 2 separate species, C9H14O in total.

Structure (XYZ):
```
24
C9H14O (ωB97M-V/def2-TZVPD)
C -1.349 -1.384 -2.962
C -0.200 -1.281 -2.004
C 0.908 -0.482 -2.231
C 1.923 -0.344 -1.302
C 1.833 -1.060 -0.116
O 2.773 -0.744 0.840
C 0.656 -1.721 0.219
C -0.332 -1.848 -0.739
H -1.652 -2.416 -3.105
H -1.141 -0.927 -3.931
H -2.250 -0.909 -2.555
H 0.939 -0.015 -3.211
H 2.743 0.355 -1.363
H 2.659 -1.283 1.624
H 0.477 -2.233 1.153
H -1.330 -2.174 -0.462
C -0.421 2.452 3.150
C -1.285 2.168 1.900
H -0.937 3.142 3.825
H -0.207 1.511 3.662
H 0.543 2.856 2.861
H -1.767 3.099 1.635
H -0.607 1.905 1.083
H -1.976 1.336 2.030
```

The gap between HOMO and LUMO comes out at 9.19 eV. The energy relative to the best compared isomer or geometry (same formula, charge and spin) comes out at 0.4929 eV. Its SMILES is Cc1ccc(O)cc1.CC. The LUMO energy comes out at 0.80 eV. The calculation puts the HOMO energy at -8.38 eV.


Density functional theory data (ωB97M-V/def2-TZVPD) for an isolated molecule of C4H5NO.

Structure (XYZ):
```
11
C4H5NO (ωB97M-V/def2-TZVPD)
C -1.576 -0.023 -0.304
C -0.042 -0.005 -0.230
C 0.873 -0.144 0.977
O 0.682 -0.329 2.146
C 2.247 0.020 0.383
N 3.129 0.200 -0.344
H -2.132 -0.242 0.609
H -1.877 -0.756 -1.059
H -1.908 0.948 -0.682
H 0.315 0.942 -0.649
H 0.363 -0.773 -0.899
```

The gap between HOMO and LUMO comes out at 11.11 eV. The energy relative to the best compared isomer or geometry (same formula, charge and spin) comes out at 1.1984 eV. Its SMILES is CCC(=O)C#N. The LUMO energy comes out at -0.05 eV. The calculation puts the HOMO energy at -11.16 eV.


Density functional theory data (ωB97M-V/def2-TZVPD) for a structure of composition C41H40F5LaN8O6S2Se2.

Structure (XYZ):
```
105
C41H40F5LaN8O6S2Se2 (ωB97M-V/def2-TZVPD)
La -0.340 0.645 -0.321
N 2.428 0.780 0.157
C 3.220 0.640 -1.078
C 2.429 0.541 -2.422
O 3.113 0.504 -3.437
N 1.113 0.611 -2.337
C 0.516 0.863 -3.617
C -0.867 1.533 -3.571
O -1.534 1.744 -4.621
O -1.354 1.837 -2.426
H 2.528 -0.131 0.645
H 2.813 1.411 0.807
H 3.887 1.510 -1.116
H 3.886 -0.279 -0.988
H 1.117 1.561 -4.190
H 0.433 -0.067 -4.198
C -0.764 -2.599 3.075
C 0.559 -1.970 3.005
N 0.715 -0.920 3.680
N 1.988 -0.284 3.601
C 1.836 0.935 3.217
S 0.429 1.731 2.628
S 3.092 2.132 3.306
C 4.524 1.189 3.874
C 5.271 0.289 2.900
C 6.013 0.923 1.914
C 6.886 0.209 1.134
C 6.888 -1.159 1.269
C 6.069 -1.817 2.162
C 5.335 -1.078 3.085
C 1.589 -2.632 2.111
C 2.411 -3.669 2.559
C 3.293 -4.284 1.657
C 3.388 -3.832 0.325
C 2.558 -2.850 -0.138
C 1.610 -2.276 0.698
O 0.772 -1.340 0.259
H -1.569 -1.879 3.457
H -0.725 -3.437 3.752
H -1.010 -3.017 2.085
H 4.184 0.654 4.822
H 5.243 1.994 4.155
H 5.942 2.036 1.773
H 7.490 0.765 0.420
H 7.450 -1.794 0.564
H 6.034 -2.910 2.232
H 4.691 -1.553 3.786
H 2.323 -4.028 3.566
H 3.923 -5.080 2.068
H 4.189 -4.214 -0.286
H 2.535 -2.529 -1.174
Se -2.531 3.902 -1.556
Se -3.186 5.885 -0.331
C -3.473 5.126 1.455
C -4.554 5.427 2.239
C -4.675 4.854 3.520
C -3.748 3.902 3.901
C -2.675 3.643 3.043
N -2.551 4.254 1.844
C -0.698 4.235 -1.186
C -0.112 5.340 -1.744
C 1.191 5.685 -1.331
C 1.847 4.885 -0.471
C 1.209 3.717 -0.024
N -0.029 3.387 -0.367
H -5.262 6.158 1.882
H -5.428 5.162 4.237
H -3.818 3.305 4.830
H -1.989 2.818 3.300
H -0.654 5.975 -2.443
H 1.662 6.499 -1.837
H 2.863 5.073 -0.162
H 1.703 3.035 0.634
C -0.194 -3.558 -2.734
N -1.467 -3.105 -3.322
C -1.602 -3.477 -4.714
C -2.048 -1.972 -2.774
O -1.439 -1.281 -1.965
N -3.264 -1.636 -3.234
C -3.789 -0.300 -2.955
C -4.197 -2.543 -3.782
H -0.078 -4.619 -2.982
H -0.306 -3.421 -1.616
H 0.625 -3.021 -3.075
H -0.626 -3.509 -5.141
H -2.198 -2.777 -5.278
H -2.083 -4.453 -4.858
H -4.623 -0.347 -2.241
H -4.267 0.002 -3.896
H -2.945 0.341 -2.587
H -3.883 -3.582 -3.881
H -4.523 -2.284 -4.807
H -5.093 -2.703 -3.146
F -6.933 -3.058 -0.047
C -5.787 -2.306 0.109
C -5.857 -0.993 0.524
F -7.072 -0.424 0.629
C -4.721 -0.327 0.817
F -4.835 0.911 1.142
C -3.387 -0.854 0.663
O -2.351 -0.100 0.816
C -3.364 -2.240 0.250
F -2.197 -2.876 0.101
C -4.571 -2.926 0.010
F -4.573 -4.232 -0.284
```

The gap between HOMO and LUMO comes out at 6.62 eV. The energy relative to the best compared isomer or geometry (same formula, charge and spin) comes out at 0.3716 eV. The LUMO energy comes out at 3.76 eV. Its charge is -2. The calculation puts the HOMO energy at -2.86 eV.


Density functional theory data (ωB97M-V/def2-TZVPD) for the ion C4H8NOS with charge -1.

Structure (XYZ):
```
15
C4H8NOS (ωB97M-V/def2-TZVPD)
C -0.694 1.389 -1.999
N -0.465 1.031 -0.597
C 0.851 0.949 -0.196
O 1.696 1.788 -0.471
C 1.139 -0.216 0.704
C -0.051 -0.782 1.513
S -1.136 -1.856 0.513
H 0.144 1.086 -2.635
H -1.704 1.173 -2.314
H -0.603 2.485 -2.097
H -0.937 0.136 -0.393
H 1.460 -1.067 0.107
H 1.933 -0.038 1.434
H -0.575 0.026 2.033
H 0.413 -1.376 2.287
```

The gap between HOMO and LUMO comes out at 6.87 eV. The energy relative to the best compared isomer or geometry (same formula, charge and spin) comes out at 0.2637 eV. Its SMILES is CNC(=O)CC[S-]. The LUMO energy comes out at 3.92 eV. Its charge is -1. The calculation puts the HOMO energy at -2.94 eV.